[1]
The following is a DFT calculation (ωB97M-V with the def2-TZVPD basis set) of a structure of composition C7H14.

Results
**F_max**: 0.2 eV/Å
**M**: 98.189 u
**Gap between HOMO and LUMO**: 8.3 eV
**Energy above the lowest of the compared OMol25 structures with the same formula, charge and spin**: 4.187 eV
**E_LUMO**: 1.0974 eV

Structure (XYZ):
```
21
C7H14, DFT ωB97M-V with the def2-TZVPD basis set
C -2.3768 0.6243 -0.3785
C -1.0407 0.3004 -1.0071
C 0.1845 1.0676 -0.4929
C 1.2183 -0.0526 -0.5170
C 2.3693 0.1003 0.4682
C 0.2735 -1.2518 -0.2750
C -0.1283 -1.4225 1.1654
H -2.3674 0.4241 0.6997
H -2.6008 1.6931 -0.5085
H -3.1940 0.0524 -0.8293
H -1.0832 0.3229 -2.1040
H 0.4270 1.9702 -1.0726
H 0.0104 1.3873 0.5431
H 1.6418 -0.1461 -1.5275
H 2.0081 0.2433 1.4932
H 3.0250 -0.7784 0.4578
H 2.9756 0.9740 0.2034
H -0.7791 -0.9318 -0.9792
H -1.0354 -2.0278 1.2717
H -0.2186 -0.5248 1.8025
H 0.6911 -2.0240 1.5866
```

Mulliken population analysis, charges in e, atoms 1 to 8: -1.30, 0.17, -1.09, 0.57, -1.55, -0.41, -1.28, 0.27

***

[2]
The following is a DFT calculation (ωB97M-V with the def2-TZVPD basis set) of an isolated molecule of C3H3NO.

Results
**F_max**: 2.2 eV/Å
**M**: 69.063 u
**Gap between HOMO and LUMO (spin up / spin down)**: 9.6 / 7.5 eV
**Energy above the lowest of the compared OMol25 structures with the same formula, charge and spin**: 3.597 eV
**E_LUMO (spin up / spin down)**: -0.2974 / -0.8303 eV

Structure (XYZ):
```
8
C3H3NO, DFT ωB97M-V with the def2-TZVPD basis set
O -2.0927 0.5657 0.6079
C -1.2632 0.2270 -0.1262
C -0.0176 -0.6641 -0.0474
C 0.9517 0.5164 -0.0239
N 2.0646 0.5028 0.4346
H 0.3245 1.3561 -0.5867
H 0.1349 -1.1866 -0.9953
H -0.0493 -1.3594 0.8026
```

From a Mulliken analysis of the wavefunction, the atomic charges in e read: -0.31, -0.01, -0.01, -0.02, -0.47, 0.30, 0.24, 0.28

***

Which of these has the lowest M? C3H3NO

***

Look up the F_max of the first one. 0.2 eV/Å